No. 1
Computed, not measured: a single C3H5NO2 molecule, with ωB97M-V/def2-TZVPD.

Cartesian coordinates (Å):
1 O -1.804 -0.856 1.153
2 N -0.497 -1.303 0.822
3 C 0.076 -0.364 0.211
4 C 1.442 -0.156 -0.372
5 O 1.073 1.196 -0.704
6 C -0.281 1.021 -0.242
7 H -2.370 -1.360 0.560
8 H 1.670 -0.756 -1.264
9 H 2.270 -0.214 0.337
10 H -0.563 1.713 0.556
11 H -1.015 1.078 -1.057

Results
total charge: 0
ΔE to the lowest compared entry with this formula, charge and spin: 3.914 eV
E_HOMO: -10.1 eV
SMILES: ON=C1COC1

Atomic partial charges in e from the natural (NBO) method, atoms 1 to 2: -0.59, -0.13

No. 2
Computed, not measured: 2 unconnected molecules or ions with the total composition C3H5NO2 in a non-equilibrium geometry, with ωB97M-V/def2-TZVPD.

Cartesian coordinates (Å):
1 C -0.936 1.279 -0.078
2 N -0.058 0.233 0.392
3 C -0.493 -1.035 0.616
4 O -1.636 -1.416 0.470
5 C 2.497 -1.417 -0.670
6 O 2.903 -1.004 -1.644
7 H -1.946 0.869 -0.098
8 H -0.906 2.142 0.594
9 H -0.658 1.605 -1.086
10 H 0.911 0.446 0.557
11 H 0.322 -1.702 0.947

Results
total charge: 0
ΔE to the lowest compared entry with this formula, charge and spin: 0.835 eV
E_HOMO: -9.8 eV

Atomic partial charges in e from the natural (NBO) method, atoms 1 to 2: -0.43, -0.62

- Which of these has the lowest E_HOMO?
  number 1